#1
34
Properties=species:S:1:pos:R:3 method="wB97M-V/def2-TZVPD" smiles="C#C[C@@H](/C=C/N(C)C(=C)C)C(=C)[C@@H](C)O" multiplicity=1 homo_energy_ev=-7.55 gap_ev=8.372 lumo_ev=0.818
C -2.0067 2.3007 -1.6641
C -1.5701 1.3414 -1.0944
C -1.2501 0.0877 -0.4071
C 0.2671 -0.1167 -0.1851
C 1.2847 0.7613 -0.4595
N 2.6419 0.5542 -0.1920
C 3.2601 1.7704 0.4070
C 3.2471 -0.7513 -0.1637
C 2.7832 -1.6626 -0.9616
C 4.4380 -0.8273 0.7291
C -2.3281 -0.0350 0.6621
C -2.2344 0.6896 1.7465
C -3.5292 -0.9794 0.4342
C -4.5566 -0.4326 -0.6348
O -3.0198 -2.2663 0.0442
H -2.1956 3.1884 -2.2845
H -1.3750 -0.8227 -1.0764
H 0.5533 -1.0897 0.2736
H 1.0845 1.6691 -1.0140
H 3.3529 1.9598 1.5930
H 4.2443 1.9434 -0.0770
H 2.6568 2.6013 0.0434
H 1.7355 -1.7021 -1.4806
H 3.2585 -2.6597 -0.9461
H 4.0419 -1.6372 1.4497
H 4.7850 -0.0655 1.2949
H 5.3903 -1.2462 0.1722
H -2.7560 0.5568 2.6304
H -1.3003 1.2928 1.8691
H -4.1334 -1.0125 1.4026
H -5.6325 -0.8582 -0.4375
H -4.1031 -0.8085 -1.5988
H -4.7564 0.7143 -0.6416
H -2.2776 -2.4580 0.5667

=====

#2
34
Properties=species:S:1:pos:R:3 method="wB97M-V/def2-TZVPD" smiles=C[C@@H]1CCCN(c2ccccc2)[C@@]1(C)O multiplicity=1 homo_energy_ev=-7.68 gap_ev=8.582 lumo_ev=0.901
C -3.0176 -1.2962 1.2101
C -1.8873 -0.2824 0.9785
C -2.3664 1.0443 0.4705
C -1.2622 2.1482 0.4201
C -0.1787 1.7983 -0.5476
N 0.2557 0.4199 -0.2015
C 1.6442 0.1217 -0.2166
C 2.4797 0.9174 0.5052
C 3.8884 0.7084 0.5017
C 4.4013 -0.2973 -0.3241
C 3.5229 -1.1893 -1.0059
C 2.1665 -0.9669 -0.9286
C -0.8321 -0.7468 -0.0614
C -1.4159 -1.0253 -1.4597
O -0.2685 -2.0027 0.3132
H -3.1445 -1.8050 0.2501
H -3.9050 -0.6817 1.3962
H -2.8676 -1.9420 2.0421
H -1.2848 -0.2032 1.9993
H -3.2091 1.2597 1.1755
H -2.9250 1.0102 -0.5255
H -1.8355 3.0341 0.0460
H -1.0491 2.3307 1.5288
H -0.4597 1.9004 -1.5794
H 0.7077 2.5256 -0.4131
H 2.0224 1.5471 1.2585
H 4.4498 1.2553 1.2702
H 5.4347 -0.5823 -0.5653
H 4.0600 -2.0113 -1.6067
H 1.5135 -1.7150 -1.4155
H -2.5844 -1.1102 -1.6408
H -1.0402 -1.9562 -1.9196
H -1.1588 -0.2487 -2.1248
H 0.1458 -1.9589 1.1700

=====

Most stable: #2

=====

#1
8
Properties=species:S:1:pos:R:3 method="wB97M-V/def2-TZVPD" smiles=N#CC(O)C#N multiplicity=1 homo_energy_ev=-12.02 gap_ev=11.592 lumo_ev=-0.431
N 1.9665 -1.1866 -0.2629
C 1.1406 -0.3866 -0.0411
C -0.0110 0.3143 0.5158
O -0.3319 1.4931 -0.3790
C -1.0193 -0.7069 0.1755
N -1.9632 -1.3701 -0.2670
H 0.2484 0.8400 1.6035
H -0.0301 1.0028 -1.3449

=====

#2
8
Properties=species:S:1:pos:R:3 method="wB97M-V/def2-TZVPD" smiles="[H]/N=C1/O[C@H]1C#N" multiplicity=1 homo_energy_ev=-10.23 gap_ev=10.773 lumo_ev=0.547
H 2.0349 0.6972 1.2881
N 1.7990 -0.2115 0.9286
C 0.8278 -0.3778 0.1917
O 0.1441 -1.3133 -0.4863
C -0.4220 0.0168 -0.7480
C -1.6384 0.3508 -0.0306
N -2.6445 0.5279 0.5078
H -0.1008 0.3098 -1.6514

=====

#3
8
Properties=species:S:1:pos:R:3 method="wB97M-V/def2-TZVPD" smiles=N#CC(O)C#N multiplicity=1 homo_energy_ev=-12.05 gap_ev=11.800 lumo_ev=-0.246
N -2.2130 0.2204 1.2154
C -1.1781 -0.1991 0.6877
C 0.2959 -0.2528 0.2276
O 0.6839 -1.3065 -0.5152
C 0.3100 1.1328 -0.4397
N 0.8216 2.0684 -0.9118
H 1.0923 -0.2642 0.9612
H 0.1872 -1.3991 -1.2251

=====

Most stable: #3

=====

#1
10
Properties=species:S:1:pos:R:3 method="wB97M-V/def2-TZVPD" smiles="NP=S.O=CO" multiplicity=1 homo_energy_ev=-8.40 gap_ev=8.418 lumo_ev=0.014
N -2.0401 -0.5937 0.9532
P -0.5626 -1.4045 0.8206
S 0.4087 -1.1711 2.4920
H -2.0385 -0.0486 1.7932
H -2.2646 -0.2003 0.0385
O 0.2566 0.4888 -0.4580
C 1.3050 0.9091 -0.8348
O 1.7931 0.5481 -2.0031
H 1.8436 1.5415 -0.2638
H 1.2987 -0.0692 -2.5377

=====

#2
10
Properties=species:S:1:pos:R:3 method="wB97M-V/def2-TZVPD" smiles="[H]/N=P/OOSC" multiplicity=1 homo_energy_ev=-9.59 gap_ev=9.561 lumo_ev=-0.025
H -5.0481 0.7588 0.0365
N -3.9707 0.7476 -0.1067
P -3.3931 -0.6909 -0.1869
O -1.8671 -0.3059 -0.2340
O -0.8206 -1.4227 -0.4126
S 0.3114 -1.5435 0.6627
C 1.6150 -0.4299 0.1299
H 1.7231 -0.2809 -0.9664
H 2.5389 -1.1207 0.2410
H 1.9044 0.4383 0.7315

=====

Most stable: #1

=====

#1
20
Properties=species:S:1:pos:R:3 method="wB97M-V/def2-TZVPD" multiplicity=1 homo_energy_ev="-8.41 / -8.48" gap_ev="7.912 / 8.810" lumo_ev="-0.497 / 0.334"
C -1.2139 -0.4709 -0.2287
C -0.1755 0.4124 -0.3625
C 1.0029 -0.3648 -0.1710
C 3.8602 -0.4819 -0.3328
C -2.4667 2.9645 0.2685
C -0.3493 1.8286 -0.6214
C -1.3898 2.5624 -0.3631
C -1.1537 -3.0858 0.1440
N 0.7089 -1.5988 0.0645
N -0.6264 -1.7475 -0.0009
H -2.3113 -0.3132 -0.3417
H 4.1058 -0.0513 0.6101
H 3.7281 0.0129 -1.2900
H -3.4961 3.1858 -0.1955
H -2.2628 3.5171 1.2575
H 0.5653 2.2935 -1.1812
H 3.3852 -1.4458 -0.2709
H -0.5013 -3.8883 -0.3703
H -2.1487 -2.9892 -0.4172
H -1.1419 -3.4362 1.2584

=====

#2
20
Properties=species:S:1:pos:R:3 method="wB97M-V/def2-TZVPD" multiplicity=1 homo_energy_ev=-8.26 gap_ev=8.406 lumo_ev=0.145
C -2.0119 -1.4438 -0.9937
C -0.8163 -0.8616 -0.3662
C 0.3680 -1.2770 -0.1945
N 1.4442 -1.4366 0.3653
C 2.5338 -0.8015 -0.0491
C 2.4614 0.5094 -0.5185
C 1.4429 1.5077 -0.3090
N 0.1368 1.5479 -0.2363
C -0.8993 0.6346 -0.0610
C -1.1499 0.8101 1.5048
H -2.1404 -2.3300 -0.3672
H -1.7567 -1.7026 -1.9663
H -2.9192 -0.7732 -0.9963
H 3.5720 -1.1096 0.0303
H 3.3825 0.7892 -0.9170
H 1.8120 2.5451 -0.1305
H -1.8253 1.0539 -0.6019
H -2.2519 0.6715 1.8790
H -0.7135 1.6905 1.9663
H -0.6691 -0.0242 1.9619

=====

#3
20
Properties=species:S:1:pos:R:3 method="wB97M-V/def2-TZVPD" smiles="CC1(C)C=Cn2ccnc21" multiplicity=1 homo_energy_ev=-7.93 gap_ev=8.893 lumo_ev=0.960
C -1.6065 -0.7373 1.1771
C -0.8705 -0.0461 -0.0585
C -1.7263 -0.5909 -1.1946
C -0.6307 1.4518 -0.0280
C 0.6338 1.9342 -0.0845
N 1.4728 0.8740 -0.1617
C 2.7163 0.3918 0.0426
C 2.7022 -0.9295 0.0667
N 1.4188 -1.3995 -0.0697
C 0.5545 -0.4167 -0.1590
H -1.2911 -0.3335 2.1065
H -1.5750 -1.7953 1.1588
H -2.6568 -0.5321 1.0202
H -1.7904 0.0344 -2.1594
H -2.7014 -0.8433 -0.9317
H -1.1774 -1.5563 -1.3621
H -1.3784 2.1791 0.1666
H 0.8501 2.9610 -0.0632
H 3.6184 0.9942 0.2142
H 3.4376 -1.6400 0.3197

=====

Most stable: #3

=====

#1
20
Properties=species:S:1:pos:R:3 method="wB97M-V/def2-TZVPD" multiplicity=1 homo_energy_ev=-15.30 charge=+1 gap_ev=12.060 lumo_ev=-3.242
C 0.3146 0.2093 1.5823
C 1.1662 0.8630 0.4907
C 0.4215 1.6956 -0.5304
C -0.4579 0.9429 -1.5183
N -0.7279 -0.7226 1.0457
H -0.2029 0.9259 2.2011
H 0.9973 -0.3327 2.2207
H 1.7173 0.0343 0.0241
H 1.8696 1.4982 1.0283
H 1.1163 2.3050 -1.1140
H -0.2089 2.4096 0.0040
H -0.5047 -0.1317 -1.3027
H -1.4771 1.3491 -1.5220
H -0.0626 1.0459 -2.5310
H -1.3182 -0.1909 0.4161
H -0.3139 -1.5551 0.6316
H -1.3246 -0.9747 1.8331
H -0.0599 -2.9568 -1.7099
H -0.5928 -3.6360 -0.4401
O -0.3515 -2.7783 -0.8091

=====

#2
20
Properties=species:S:1:pos:R:3 method="wB97M-V/def2-TZVPD" multiplicity=1 homo_energy_ev=-15.45 charge=+1 gap_ev=12.159 lumo_ev=-3.295
C 0.2040 -0.8578 -0.4497
C 0.9388 0.2449 0.2817
C 2.3577 0.4800 -0.2284
C 0.8630 0.0289 1.8111
N -1.3244 -0.8948 -0.3095
H 0.5035 -1.8222 -0.0224
H 0.4157 -0.7845 -1.5143
H 0.2909 1.1212 0.1611
H 3.0337 -0.2625 0.2052
H 2.6512 1.5187 -0.1012
H 2.5356 0.3618 -1.3107
H 1.8256 -0.3565 2.1914
H 0.7526 0.9419 2.4017
H 0.1100 -0.6307 2.2790
H -1.5778 -1.8801 -0.3553
H -1.7274 -0.3976 -1.1068
H -1.6315 -0.5151 0.5863
H -4.0164 1.3653 -1.0398
H -2.9057 1.4914 -2.0437
O -3.2993 0.8476 -1.4358

=====

#3
20
Properties=species:S:1:pos:R:3 method="wB97M-V/def2-TZVPD" multiplicity=1 homo_energy_ev=-15.79 charge=+1 gap_ev=12.677 lumo_ev=-3.117
C -0.5126 -0.8807 -2.0638
C -0.2812 -0.4743 -0.6739
C -1.3443 0.3669 -0.1032
C -1.1641 1.0326 1.2396
N 1.0436 0.1824 -0.4583
H -1.5732 -1.1496 -2.2356
H -0.3099 -0.0073 -2.6883
H 0.1611 -1.7547 -2.4015
H -0.0803 -1.3634 -0.1138
H -2.2727 -0.2530 0.0739
H -1.4931 1.1187 -0.8762
H -1.9295 1.2887 1.9400
H -0.5958 1.9635 1.2091
H -0.5214 0.3772 1.7768
H 1.4132 -0.2288 0.5119
H 0.9045 1.1672 -0.4539
H 1.6538 -0.2510 -1.1738
H 1.8563 0.1924 2.5090
H 2.8656 -0.9273 2.1216
O 2.1799 -0.3997 1.8604

=====

Most stable: #1

=====

#1
12
Properties=species:S:1:pos:R:3 method="wB97M-V/def2-TZVPD" multiplicity=1 homo_energy_ev=-9.54 gap_ev=10.510 lumo_ev=0.968
C -1.3671 1.0691 -0.2406
C 0.9736 -0.4860 -0.8831
C -0.9128 0.6416 1.1288
C 0.8232 0.1729 0.4486
N -0.4994 1.2422 -1.1478
N 0.7883 0.8811 -0.8380
F -0.8300 1.5594 2.0663
H -2.3963 1.2780 -0.5904
H 2.0304 -0.9325 -1.2955
H 0.1930 -1.2392 -1.2032
H -1.4575 -0.1439 1.6722
H 1.7231 0.5277 1.0322

=====

#2
12
Properties=species:S:1:pos:R:3 method="wB97M-V/def2-TZVPD" multiplicity=1 homo_energy_ev=-8.62 gap_ev=9.233 lumo_ev=0.609
C -1.0193 0.3585 -1.4496
C -0.4155 0.0951 -0.1404
C 0.1373 -0.1746 1.7727
C 1.3465 -0.4135 1.1924
H -0.4719 1.0047 -2.0484
H -2.2378 0.7459 -1.6282
H -1.0725 -0.5401 -2.1015
H 2.3149 -0.5535 1.3655
H 1.4800 -0.3977 -1.0587
N -0.9714 0.1271 1.1353
N 0.9653 0.0856 -0.1167
F -0.0555 -0.3376 3.0776

=====

#3
12
Properties=species:S:1:pos:R:3 method="wB97M-V/def2-TZVPD" smiles=Cc1nc(F)c[nH]1 multiplicity=1 homo_energy_ev=-8.65 gap_ev=9.433 lumo_ev=0.788
C -1.3582 -0.7980 -1.0795
C -0.3598 -0.0484 -0.2591
N -0.3629 1.2596 -0.0707
C 0.7100 1.4956 0.7106
F 1.0054 2.7423 1.0954
C 1.3896 0.3580 1.0372
N 0.6742 -0.6331 0.3880
H -0.9027 -1.3437 -1.9015
H -2.0817 -0.0903 -1.4770
H -1.8689 -1.5419 -0.4583
H 2.2668 0.1792 1.6295
H 0.8881 -1.5792 0.3853

=====

Most stable: #3